1.
Here is 2 unconnected molecules or ions with the total composition C5H11N2 in a non-equilibrium geometry from OMol25. Energies are from ωB97M-V with the def2-TZVPD basis set.

The value obtained for the frontier orbital gap is 10.55 eV. As for the net charge: +1. The spin multiplicity is 1.

Each line ends with the Löwdin charge.
Cartesian coordinates (Å):
C1 -2.26266 -1.49038 0.26887  -0.037
C2 -1.00960 0.63321 -0.24393  -0.098
C3 -0.81999 2.02753 -0.54580  -0.003
C4 1.87225 -0.32991 1.16409  -0.069
C5 1.38717 -0.28622 -1.22279  -0.002
N1 -1.79819 -0.21735 -0.18395  0.116
N2 1.06012 -0.07571 -0.03141  -0.102
H1 -2.10255 -1.59664 1.45974  0.160
H2 -1.75444 -2.35243 -0.33613  0.134
H3 -0.37791 2.77782 0.13132  0.122
H4 -1.76407 2.41344 -0.90988  0.111
H5 -0.04459 2.05453 -1.32164  0.090
H6 2.54656 -1.27293 0.96978  0.125
H7 2.54590 0.59323 1.37373  0.125
H8 1.34348 -0.52065 2.05594  0.050
H9 2.28856 -0.63409 -1.68509  0.091
H10 -3.30044 -1.54633 -0.01294  0.077
H11 0.68523 0.12798 -2.04485  0.111


2.
Here is a molecular structure, C32H44BBr2CaFN13O3S2 in a non-equilibrium geometry from OMol25. Energies are from ωB97M-V with the def2-TZVPD basis set.

The value obtained for the frontier orbital gap is 6.21 eV. As for the net charge: +1. The spin multiplicity is 1.

Each line ends with the Löwdin charge.
Cartesian coordinates (Å):
Ca1 -0.81514 -2.39698 0.74047  1.173
C1 -2.29428 0.76672 -2.19401  -0.082
C2 -2.11168 -0.61689 -2.21369  -0.177
N1 -2.53024 -1.18335 -1.07837  0.023
N2 -3.02367 -0.17967 -0.36668  -0.054
C3 -2.87760 0.99847 -0.96741  -0.090
B1 -3.83281 -0.37128 0.89744  -0.641
N3 -2.93978 -0.01878 2.03387  -0.039
C4 -3.08089 1.10751 2.75692  -0.073
C5 -2.15091 1.05408 3.77935  -0.063
C6 -1.46276 -0.14017 3.54624  -0.151
N4 -1.91879 -0.77173 2.46545  0.019
N5 -4.28961 -1.78069 0.94193  -0.055
C7 -5.60189 -2.08338 0.81992  -0.067
C8 -5.69151 -3.45110 0.86854  -0.065
C9 -4.35729 -3.89686 1.04717  -0.152
N6 -3.51561 -2.85830 1.01456  0.007
H1 -2.12098 1.47659 -3.00024  0.093
H2 -1.68839 -1.21047 -3.01112  0.075
H3 -3.27245 1.90573 -0.53463  0.122
H4 -4.78863 0.39723 0.85990  0.131
H5 -3.85472 1.80784 2.51185  0.111
H6 -1.97744 1.76513 4.55290  0.079
H7 -0.66806 -0.56878 4.14517  0.111
H8 -6.33793 -1.32989 0.67523  0.109
H9 -6.57638 -4.03261 0.85292  0.077
H10 -3.99073 -4.88655 1.11732  0.077
F1 1.07447 3.80173 -2.20697  0.070
C10 1.34634 3.33422 -0.97313  -0.180
C11 1.00179 2.07477 -0.53268  0.100
C12 1.43779 1.58912 0.69291  -0.062
C13 1.10654 0.22579 1.09342  -0.368
O1 0.23092 -0.38618 0.46670  -0.156
C14 1.87985 -0.30666 2.17639  -0.056
C15 2.68844 0.53229 2.86075  0.053
N7 2.80973 1.87115 2.63004  0.013
C16 3.55161 2.71328 3.53218  -0.266
C17 2.80290 3.73515 4.37792  -0.094
C18 3.38581 2.51444 4.99137  -0.096
C19 2.23730 2.39200 1.48452  -0.115
C20 2.51761 3.71187 1.07330  0.059
C21 2.08989 4.18668 -0.13198  -0.150
N8 2.39009 5.48161 -0.60585  -0.085
C22 1.42354 6.35588 -1.25290  -0.123
C23 0.99836 7.53961 -0.38176  -0.067
N9 2.23471 8.30745 0.04245  0.053
C24 3.19444 7.40282 0.74797  -0.082
C25 3.53332 6.21210 -0.15604  -0.142
C26 1.68184 -1.69167 2.77021  -0.634
O2 2.14973 -1.93500 3.87934  0.028
O3 1.02343 -2.49593 2.02475  -0.244
H11 0.46909 1.39737 -1.16975  0.123
H12 3.26066 0.14233 3.68824  0.148
H13 4.55089 2.99418 3.18413  0.156
H14 1.70463 3.74483 4.30072  0.121
H15 3.27873 4.69878 4.52172  0.097
H16 2.65215 1.78048 5.28929  0.117
H17 4.27571 2.58859 5.60667  0.116
H18 3.10031 4.33697 1.74430  0.104
H19 0.53844 5.82101 -1.55404  0.130
H20 1.86345 6.75267 -2.17857  0.140
H21 0.47732 7.25537 0.53344  0.143
H22 0.38757 8.26175 -0.92864  0.139
H23 1.98117 9.09379 0.62667  0.179
H24 2.67181 8.69508 -0.78586  0.176
H25 2.69875 7.14656 1.67536  0.138
H26 4.09837 7.97876 0.88987  0.135
H27 4.24903 5.57399 0.35906  0.138
H28 4.04141 6.62506 -1.03933  0.138
Br1 -0.41945 -5.34714 0.70332  0.612
C27 -0.20893 -5.46139 2.62273  -1.011
Br2 -1.50505 -4.54554 3.70475  0.644
H29 0.74833 -5.06410 2.87457  -0.009
H30 -0.29277 -6.50997 2.82804  -0.012
C28 -4.38331 -5.98851 -2.99992  -0.051
N10 -3.25400 -5.05946 -3.19096  -0.026
C29 -1.95590 -5.38621 -3.14622  -0.877
S1 -0.75434 -4.29198 -2.64004  0.523
N11 -1.59814 -6.63332 -3.57310  -0.055
C30 -2.21742 -7.34593 -4.69779  -0.075
H31 -5.09066 -5.48313 -2.36673  0.081
H32 -4.05598 -6.87584 -2.48173  0.086
H33 -4.85971 -6.27243 -3.92052  0.073
H34 -3.41866 -4.10358 -2.91425  0.112
H35 -0.60500 -6.80672 -3.43962  0.107
H36 -2.83640 -8.18453 -4.36070  0.080
H37 -1.44832 -7.73168 -5.34691  0.078
H38 -2.86288 -6.65524 -5.27730  0.095
C31 2.52495 -2.61059 -4.76764  -0.085
N12 2.43063 -1.94744 -3.46101  -0.061
C32 3.23705 -2.18524 -2.38721  -0.920
N13 4.31365 -2.95387 -2.65283  0.093
S2 2.92721 -1.49558 -0.88271  0.674
H39 1.75569 -2.18626 -5.41526  0.087
H40 2.33553 -3.68303 -4.71147  0.076
H41 3.49288 -2.40957 -5.23247  0.084
H42 1.58107 -1.46004 -3.22980  0.101
H43 4.27589 -3.61413 -3.41936  0.090
H44 4.82427 -3.26344 -1.84503  0.090


3.
Here is a molecular structure, C43H37BiBrN3O10P2 in a non-equilibrium geometry from OMol25. Energies are from ωB97M-V with the def2-TZVPD basis set.

The value obtained for the frontier orbital gap is 7.42 eV. The spin multiplicity is 1.

Each line ends with the Löwdin charge.
Cartesian coordinates (Å):
Bi1 0.24177 1.71277 -0.78486  1.986
C1 1.81915 0.86723 2.21412  -0.413
C2 0.90603 0.72160 3.43732  -0.417
P1 0.25534 2.38878 3.85352  1.059
C3 -0.72013 2.12308 5.36594  -0.401
C4 -1.02969 0.86602 5.89656  -0.101
C5 -1.81386 0.76195 7.04325  -0.080
C6 -2.29836 1.90453 7.66598  -0.088
C7 -1.99095 3.15625 7.14786  -0.084
C8 -1.20375 3.25851 6.01087  -0.113
C9 -1.14907 2.42531 2.66992  -0.396
C10 -2.19888 1.50383 2.77125  -0.095
C11 -3.26322 1.53514 1.87594  -0.066
C12 -3.29103 2.49551 0.86904  -0.080
C13 -2.27560 3.43946 0.77378  -0.127
C14 -1.21085 3.40293 1.68060  -0.180
P2 2.27449 -0.61105 1.17742  1.092
C15 0.69616 -1.43685 0.77311  -0.406
C16 -0.60482 -0.96865 0.88794  -0.147
C17 -1.68733 -1.75123 0.46120  -0.066
C18 -1.47485 -3.01218 -0.05224  -0.100
C19 -0.17039 -3.49539 -0.17690  -0.062
C20 0.89076 -2.70839 0.23000  -0.105
C21 2.77904 -1.67028 2.55185  -0.397
C22 1.90457 -2.37945 3.37509  -0.100
C23 2.38085 -3.09185 4.46230  -0.079
C24 3.75115 -3.12428 4.72632  -0.091
C25 4.62982 -2.45206 3.89615  -0.089
C26 4.14594 -1.72242 2.81406  -0.099
H1 2.80253 1.24061 2.53687  0.089
H2 1.47443 1.70074 1.59380  -0.010
H3 1.48087 0.33525 4.28685  0.089
H4 0.10176 0.01166 3.25528  0.051
H5 -0.65283 -0.03190 5.41909  0.096
H6 -2.05501 -0.22183 7.43536  0.105
H7 -2.91026 1.81731 8.55869  0.104
H8 -2.37225 4.05678 7.62036  0.105
H9 -0.96276 4.23639 5.61321  0.097
H10 -2.20746 0.76139 3.56588  0.107
H11 -4.07212 0.81243 1.95017  0.112
H12 -4.09783 2.50224 0.14051  0.114
H13 -2.32293 4.19142 -0.01138  0.110
H14 -0.43358 4.16085 1.64872  0.084
H15 -0.80611 -0.00078 1.32844  0.046
H16 -2.70130 -1.35210 0.53098  0.112
H17 -2.31703 -3.61592 -0.36717  0.096
H18 0.00811 -4.47656 -0.59815  0.111
H19 1.90281 -3.07950 0.11076  0.112
H20 0.83537 -2.35593 3.17252  0.106
H21 1.69087 -3.62805 5.10988  0.103
H22 4.13505 -3.69981 5.56119  0.101
H23 5.69888 -2.48374 4.08821  0.104
H24 4.84062 -1.20530 2.15324  0.104
N1 1.29142 3.98181 -0.74067  -0.082
C27 2.42141 4.01100 -1.70961  -0.230
C28 3.60442 3.24167 -1.16719  -0.095
C29 3.47930 1.73885 -1.01135  -0.605
O1 4.46016 1.04077 -0.96916  0.088
O2 2.26137 1.24433 -0.85822  -0.354
H25 0.60550 4.68159 -1.02518  0.101
H26 1.60726 4.24551 0.18400  0.086
H27 2.70364 5.04392 -1.91652  0.118
H28 2.06183 3.57294 -2.64220  0.109
H29 3.86037 3.62601 -0.17627  0.127
H30 4.47360 3.42386 -1.78911  0.126
Br1 -1.76396 -1.50307 -8.11226  0.757
C30 -1.65421 -0.32106 -6.63771  -0.682
C31 -0.56594 0.53573 -6.53092  -0.100
C32 -0.45138 1.32939 -5.40473  -0.006
C33 -1.42479 1.26576 -4.41177  -0.141
C34 -2.52813 0.43494 -4.55487  -0.007
C35 -2.64576 -0.37596 -5.67524  -0.120
C36 -1.19425 1.89588 -3.08029  -0.601
O3 -2.02070 1.80778 -2.16575  -0.036
O4 0.00221 2.41727 -2.85874  -0.200
H31 0.19510 0.55033 -7.29649  0.108
H32 0.43013 1.94185 -5.27449  0.125
H33 -3.27557 0.39966 -3.77125  0.128
H34 -3.47939 -1.05752 -5.80869  0.106
O5 1.50568 0.03080 -3.46143  0.089
C37 0.60598 -0.56927 -2.90860  -0.552
O6 -0.00968 -0.19595 -1.81330  -0.239
C38 0.01447 -1.82229 -3.48584  -0.080
C39 0.71213 -2.50120 -4.46356  0.094
C40 0.13278 -3.63265 -4.99498  -0.107
C41 -1.09585 -4.12204 -4.62029  0.087
C42 -1.73614 -3.40326 -3.64741  -0.116
C43 -1.22507 -2.27287 -3.07470  0.048
N2 -3.07190 -3.87480 -3.20240  -0.321
O7 -3.52057 -4.88261 -3.71979  0.089
O8 -3.64456 -3.21441 -2.34160  0.059
N3 0.87083 -4.36987 -6.05650  -0.339
O9 1.83855 -3.82160 -6.54949  0.085
O10 0.46039 -5.47568 -6.36102  0.081
H35 1.66226 -2.11961 -4.81875  0.144
H36 -1.52131 -5.00075 -5.06510  0.134
H37 -1.78376 -1.73967 -2.33130  0.119


4.
Here is a molecular structure, C18H19Cl3GeN3ORh in a non-equilibrium geometry from OMol25. Energies are from ωB97M-V with the def2-TZVPD basis set.

The value obtained for the frontier orbital gap (spin up / spin down) is 6.58 / 6.59 eV. As for the net charge: +3. The spin multiplicity is 2.

Each line ends with the Löwdin charge.
Cartesian coordinates (Å):
Rh1 0.39419 0.44594 0.16256  0.948
C1 -2.72687 -0.15349 2.96393  0.003
C2 -3.70638 0.71359 2.50007  0.021
C3 -3.45372 1.48336 1.37531  0.044
C4 -2.23362 1.37258 0.73149  -0.178
N1 -1.29516 0.50835 1.18186  -0.091
C5 -1.53380 -0.22949 2.27718  -0.101
C6 -1.82573 2.16853 -0.44397  -0.178
C7 -2.62299 3.11502 -1.05354  0.042
C8 -2.11487 3.84423 -2.12170  0.023
C9 -0.81623 3.61137 -2.53907  0.008
C10 -0.06744 2.64610 -1.89266  -0.067
N2 -0.56082 1.92819 -0.87551  -0.020
H1 -2.88349 -0.76593 3.84044  0.134
H2 -4.65765 0.79249 3.00931  0.140
H3 -4.20405 2.16814 1.00831  0.130
H4 -0.74346 -0.90223 2.58409  0.122
H5 -3.62845 3.29640 -0.70335  0.129
H6 -2.72844 4.58683 -2.61414  0.141
H7 -0.38014 4.16301 -3.35974  0.135
H8 0.94103 2.41935 -2.20169  0.115
O1 2.02960 0.53367 -1.26271  -0.200
C11 2.48360 -0.62917 -2.03747  -0.158
C12 3.27205 -1.60406 -1.19253  -0.141
C13 2.52803 -2.00693 0.08722  -0.135
C14 1.14368 -2.50970 -0.20397  -0.263
C15 0.93011 -3.83911 -0.53123  0.026
C16 -0.34664 -4.28781 -0.81831  0.016
C17 -1.39601 -3.38066 -0.76874  -0.006
C18 -1.12416 -2.07272 -0.44268  -0.096
N3 0.12116 -1.62741 -0.16712  -0.013
H9 2.81873 0.98317 -0.93052  0.114
H10 3.07180 -0.25516 -2.87376  0.143
H11 1.56789 -1.06255 -2.43386  0.131
H12 4.24490 -1.18331 -0.92498  0.130
H13 3.47493 -2.47781 -1.81545  0.142
H14 2.45623 -1.14304 0.75607  0.059
H15 3.09261 -2.76812 0.62459  0.136
H16 1.77192 -4.51885 -0.54710  0.141
H17 -0.52169 -5.32439 -1.07419  0.138
H18 -2.41259 -3.67919 -0.98135  0.131
H19 -1.91794 -1.34122 -0.41978  0.113
Cl1 1.86462 1.30700 2.18109  0.313
Ge1 3.37292 1.78223 3.57657  -0.049
Cl2 4.71056 3.24287 3.12530  0.413
Cl3 3.61176 0.64991 5.24572  0.416


Energy relative to the best compared isomer or geometry (same formula, charge and spin): 73.0; 0.0; 0.4; 75.9 (kcal per mole)